# C5H4S

A single C5H4S molecule at a distorted geometry (ωB97M-V/def2-TZVPD, OMol25).

For the strongest force on any atom, the calculation gives 0.07994 hartree/bohr. The structure (SMILES) is C#CC(=S)C=C. Its calculated total energy is -16081.6914 eV. For the orbital gap, the calculation gives 7.701 eV. As for the net charge: 0. The energy relative to the best compared isomer or geometry (same formula, charge and spin) is 37.79 kcal per mole.

Each line ends with the Mulliken charge.
Cartesian coordinates (Å):
1 S -2.6160 -0.3463 0.0159  -0.22
2 C -0.1613 2.3850 0.0027  0.07
3 C -0.9981 -0.1031 -0.0389  0.10
4 C -0.0611 -1.2396 -0.0674  -0.13
5 C 1.2491 -1.0652 0.0028  -0.68
6 C -0.4816 1.1978 0.0861  -0.36
7 H 1.6608 -0.0766 0.0325  0.27
8 H 0.0670 3.4239 -0.2142  0.40
9 H -0.5321 -2.2213 -0.0515  0.32
10 H 1.8733 -1.9545 0.2320  0.24